No. 1
C19H24N2O3S as an isolated structure in a non-equilibrium geometry, computed with ωB97M-V/def2-TZVPD.

## Properties
2S+1: 1
HOMO (eV): -8.70
F_max (eV/Å): 14.93
Energy (a.u.): -1471.34845

```
49
C19H24N2O3S | the OMol25 dataset | ωB97M-V/def2-TZVPD
C -0.208 3.501 -5.451
C -1.099 2.263 -5.253
O -0.664 1.622 -4.111
C -1.212 0.386 -3.640
C -2.416 0.496 -2.935
C -2.333 1.843 -1.795
N -1.014 1.911 -1.006
C -1.076 1.107 0.031
O -1.983 0.707 0.762
C 0.478 1.095 0.452
N 0.245 0.544 1.908
C 1.435 0.187 2.608
O 2.802 0.519 2.088
C 1.206 -0.328 3.895
C 0.136 -1.461 3.795
C -1.048 -1.106 4.440
C -1.793 -2.247 4.018
C -1.264 -3.205 3.404
S 0.178 -2.850 2.901
H -1.750 -4.086 3.080
H -2.999 -2.435 4.375
H -1.476 -0.208 5.065
H 2.115 -0.818 4.214
H 1.074 0.534 4.756
H -0.705 0.046 2.080
C 1.119 0.255 -0.590
C 2.157 0.757 -1.514
C 2.415 0.002 -2.450
C 2.430 -1.320 -2.317
C 1.594 -1.875 -1.477
C 0.813 -1.168 -0.530
H 0.288 -1.720 0.204
H 1.337 -2.974 -1.472
H 2.959 -2.056 -3.178
H 3.295 0.410 -3.150
H 1.973 1.937 -1.463
H 0.860 1.946 0.434
H -0.323 2.245 -1.590
H -3.278 1.809 -1.087
H -2.589 2.838 -2.237
H -3.257 1.022 -3.548
H -2.813 -0.086 -2.043
H -0.478 -0.148 -2.822
H -1.280 -0.272 -4.411
H -2.199 2.432 -4.845
H -1.063 1.542 -6.112
H -0.488 3.959 -6.401
H 0.940 3.142 -5.742
H -0.338 4.038 -4.658
```

natural (NBO) population analysis, charges in e, atoms 1 to 5: C -0.593; C -0.050; O -0.579; C -0.103; C -0.451

***

No. 2
One molecule with the formula C5H8N2, computed with ωB97M-V/def2-TZVPD.

## Properties
2S+1: 1
HOMO (eV): -8.30
F_max (eV/Å): 0.46
SMILES: C=C=C(N)/C=N/C
Energy (a.u.): -304.74630

```
15
C5H8N2 | the OMol25 dataset | ωB97M-V/def2-TZVPD
C 1.659 1.889 1.155
C 1.305 1.007 0.263
C 0.917 0.071 -0.576
N 1.705 -0.441 -1.639
C -0.383 -0.614 -0.364
N -1.242 -0.184 0.460
C -2.447 -0.953 0.653
H 2.197 1.603 2.058
H 1.405 2.941 1.044
H 2.549 0.104 -1.770
H 1.192 -0.461 -2.514
H -0.529 -1.532 -0.960
H -3.316 -0.297 0.532
H -2.547 -1.814 -0.028
H -2.466 -1.319 1.686
```

natural (NBO) population analysis, charges in e, atoms 1 to 5: C -0.450; C 0.070; C -0.001; N -0.803; C 0.090

***

No. 3
An isolated ion of composition C17H22FINO2S and charge +1 in a non-equilibrium geometry, computed with ωB97M-V/def2-TZVPD.

## Properties
2S+1: 1
HOMO (eV): -12.75
F_max (eV/Å): 5.19
SMILES: CCCCCCCCc1c(S(=O)(=O)F)ccc2c(I)c[nH+]cc12
Total charge: +1
Energy (a.u.): -1661.58966

```
45
C17H22FINO2S | the OMol25 dataset | ωB97M-V/def2-TZVPD
C 4.102 -2.459 -0.583
C 3.472 -1.000 -0.400
C 2.536 -0.579 -1.609
C 2.298 1.003 -1.706
C 0.932 1.386 -0.944
C 1.274 1.479 0.600
C 0.216 2.282 1.469
C -0.868 1.384 2.198
C -1.506 0.269 1.315
C -1.475 -1.133 1.776
S -0.717 -1.640 3.369
O -1.137 -3.015 3.631
O -1.244 -0.798 4.436
F 0.908 -1.636 3.258
C -2.083 -2.269 0.989
C -2.775 -2.063 -0.290
C -2.838 -0.643 -0.768
C -3.575 -0.386 -2.060
I -4.565 -1.884 -3.227
C -3.613 1.014 -2.513
N -3.008 2.028 -1.770
C -2.343 1.835 -0.571
C -2.208 0.487 0.007
H 4.752 -2.618 0.329
H 4.661 -2.577 -1.545
H 3.241 -3.178 -0.470
H 2.878 -1.060 0.560
H 4.272 -0.210 -0.276
H 1.549 -1.109 -1.489
H 2.993 -0.905 -2.586
H 2.216 1.334 -2.785
H 3.155 1.516 -1.193
H 0.215 0.556 -1.192
H 0.539 2.368 -1.347
H 1.471 0.490 1.092
H 2.244 2.063 0.666
H 0.805 2.794 2.291
H -0.207 3.114 0.839
H -1.702 2.072 2.547
H -0.402 0.983 3.139
H -2.037 -3.332 1.352
H -3.236 -2.924 -0.823
H -4.169 1.213 -3.460
H -3.072 2.978 -2.156
H -1.949 2.772 -0.099
```

natural (NBO) population analysis, charges in e, atoms 1 to 5: C -0.613; C -0.395; C -0.410; C -0.393; C -0.412